81
Properties=species:S:1:pos:R:3:forces:R:3 method="wB97M-V/def2-TZVPD" charge=0 e_tot_ha=-1682.2644 gap_ev=8.12 smiles="NC(N)=O.NC(N)=O.NC(N)=O.CCO.CCO.CCO.CCO.CCO.CO.CO" homo_energy_ev=-8.288 fmax_ha_per_bohr=0.23402
N -3.14495 0.07049 -0.18170 -0.8 1.7 6.3
C -4.19109 -0.00919 -0.95838 -7.0 -2.0 1.8
N -3.84172 -0.04544 -2.19034 0.0 -0.3 -6.7
O -5.49933 -0.24504 -0.48701 6.7 1.2 -2.1
H -3.57376 0.33267 0.77942 1.7 -0.5 -1.7
H -2.19687 0.37716 -0.37436 0.0 0.4 -0.4
H -4.53584 -0.36768 -2.90790 0.8 0.7 1.4
H -2.86307 0.18073 -2.60184 -2.3 -0.7 1.7
N -1.14761 0.23865 -3.04910 2.4 -5.3 1.5
C -1.39960 1.43868 -3.46802 3.1 5.7 10.2
N -2.01882 1.51256 -4.51744 -3.7 0.8 -8.9
O -1.22743 2.45286 -2.55864 -0.8 -3.9 -4.5
H -0.74566 0.21206 -2.12941 0.4 0.3 0.3
H -1.06868 -0.68875 -3.52490 -0.3 1.7 -0.1
H -2.47196 2.40258 -4.71663 0.4 -0.5 -0.5
H -1.89087 0.73758 -5.22724 -0.8 1.7 1.0
N -4.25201 -2.55030 1.71725 -5.4 0.3 1.4
C -3.08198 -3.05333 1.60076 1.5 -6.6 4.1
N -2.31629 -2.34778 0.82936 2.6 0.6 -1.5
O -2.77420 -4.23610 2.29112 -0.6 5.5 -3.5
H -4.91096 -3.10450 2.31528 0.9 1.0 -1.2
H -4.60633 -1.89756 1.00999 -0.2 -0.3 0.6
H -1.38391 -2.68164 0.88928 1.0 0.2 -0.4
H -2.57594 -1.42928 0.39728 0.3 -1.4 0.8
C 3.80347 1.05821 1.56984 0.2 0.0 -0.3
C 3.96971 2.57851 1.66512 0.1 -1.0 -0.3
O 2.80921 3.26306 1.30014 -1.1 0.7 -0.5
H 3.64042 0.78467 0.49358 0.3 -0.2 1.2
H 2.98342 0.69483 2.20684 -0.2 0.4 -0.5
H 4.66694 0.58394 2.07212 0.0 0.0 -0.9
H 4.76450 2.98130 1.04114 0.5 -0.3 0.2
H 4.13398 2.75618 2.70502 0.4 0.7 0.7
H 2.79560 3.44335 0.33511 0.2 -0.1 0.5
C -0.40129 3.56428 0.60433 0.3 0.5 -0.3
C -0.50942 2.57433 1.80169 -0.7 1.8 -0.9
O 0.64201 1.78291 1.87345 -0.3 -1.4 0.1
H 0.38841 4.32981 0.62766 0.4 -0.4 1.2
H -1.25352 4.23978 0.48146 -0.4 -0.8 -0.2
H -0.09771 3.06184 -0.30111 -0.8 -0.3 -0.7
H -1.45265 1.91953 1.74536 1.6 0.9 0.0
H -0.58477 3.26155 2.62797 -0.3 -0.3 1.0
H 1.46919 2.29722 1.86590 -0.2 0.6 -0.3
C 0.00697 -1.23476 3.36510 0.0 2.8 -0.7
C -0.60474 -1.53748 4.65711 1.5 -1.9 2.0
O -1.68534 -2.42468 4.42696 -1.1 1.2 0.9
H 0.24174 -2.08823 2.78440 -0.1 -0.8 -0.8
H 0.88719 -0.62569 3.48229 0.9 0.1 0.2
H -0.64934 -0.45879 2.88990 0.2 -1.2 -0.4
H -0.76504 -0.57753 5.19126 -1.2 -0.7 -0.3
H 0.12328 -2.05523 5.37242 -0.5 0.5 -0.9
H -1.39065 -3.32226 4.24943 0.1 0.1 -0.2
C 2.06671 2.00123 -2.00587 -0.8 -0.3 -0.7
C 2.01898 3.51727 -2.43186 2.6 -3.3 -0.6
O 2.86546 4.24395 -1.55494 0.2 0.4 0.6
H 3.02651 1.52164 -2.22037 0.2 0.5 -0.3
H 1.29255 1.30245 -2.44490 0.6 1.2 0.3
H 1.98410 1.90021 -0.93962 -0.4 0.1 0.7
H 1.12017 4.00953 -2.31404 -2.5 0.1 -0.7
H 2.45502 3.50949 -3.45290 -0.6 0.6 0.4
H 2.22676 4.89606 -1.26146 0.7 0.6 0.5
C -0.58129 -3.55569 -1.88557 -0.1 -1.1 0.3
C -0.31776 -4.28389 -0.57362 -0.9 -1.5 0.2
O 0.54072 -3.62790 0.30255 -0.4 1.3 1.4
H 0.39976 -3.24987 -2.22936 0.0 0.5 -0.5
H -1.30062 -2.76984 -1.75226 0.0 0.9 0.2
H -1.05591 -4.20847 -2.62944 0.4 -0.1 0.2
H 0.15175 -5.24300 -0.69268 0.1 -0.8 -1.0
H -1.23016 -4.55533 -0.00683 0.3 0.5 -0.3
H 1.30860 -3.29813 -0.15252 0.6 -0.1 -0.6
C 3.75128 -1.38306 -1.09272 -1.3 2.1 1.0
O 2.96032 -2.32881 -0.41020 0.1 -0.3 1.3
H 4.47542 -0.77834 -0.49994 -0.4 -0.9 0.0
H 3.01557 -0.65297 -1.46756 0.6 0.1 -0.6
H 4.26653 -1.86153 -1.86073 0.7 -0.8 -1.3
H 2.53643 -1.89084 0.35609 0.5 -0.3 -0.5
C 0.38500 -0.53210 -0.22662 0.8 -1.9 1.2
O -0.36008 0.61588 -0.41709 0.5 1.2 0.6
H -0.10916 -1.15667 0.53561 0.5 0.1 -0.1
H 1.45131 -0.35905 0.10875 -1.2 0.3 -0.4
H 0.40707 -1.14056 -1.12265 0.2 0.0 -0.4
H 0.03626 1.20825 0.27146 -0.5 -0.1 -0.5